{
  "formula": "C39H42N3O7OsPS2",
  "method": "ωB97M-V with the def2-TZVPD basis set",
  "species": ["Os", "N", "P", "C", "C", "C", "C", "C", "C", "C", "C", "C", "C", "C", "C", "C", "C", "C", "C", "C", "N", "H", "H", "H", "H", "H", "H", "H", "H", "H", "H", "H", "H", "H", "H", "H", "C", "O", "C", "C", "C", "C", "C", "C", "O", "C", "O", "C", "H", "H", "H", "H", "H", "H", "H", "H", "H", "O", "S", "O", "N", "C", "O", "C", "C", "C", "C", "C", "C", "H", "H", "H", "H", "C", "C", "C", "S", "O", "C", "C", "C", "H", "H", "H", "H", "H", "H", "H", "H", "H", "H", "H", "H", "H", "H"],
  "xyz": [[0.452342, 0.234290, 0.751861], [1.444792, -2.770972, -0.814244], [0.630861, -1.977662, -2.025050], [0.959304, -2.851511, -3.510518], [1.918987, -2.422819, -4.428148], [2.166153, -3.198091, -5.545265], [1.470347, -4.387604, -5.739486], [0.519510, -4.813841, -4.821874], [0.250161, -4.042243, -3.701820], [-1.063052, -1.934347, -1.603750], [-1.414839, -2.054221, -0.257144], [-2.742354, -1.958215, 0.110549], [-3.712301, -1.760000, -0.863951], [-3.367261, -1.677367, -2.210002], [-2.041275, -1.766724, -2.590929], [2.370048, -2.359038, 0.152005], [3.358745, -3.258657, 0.541277], [4.290639, -2.869467, 1.476807], [4.231971, -1.574055, 1.986021], [3.220176, -0.758401, 1.542541], [2.271125, -1.145927, 0.662210], [1.519996, -3.760396, -1.014937], [2.454791, -1.491305, -4.287802], [2.895131, -2.868923, -6.273897], [1.666411, -4.983071, -6.621826], [-0.020574, -5.737417, -4.982853], [-0.516042, -4.355982, -3.000022], [-0.666956, -2.289588, 0.490518], [-3.022418, -2.051861, 1.151947], [-4.752963, -1.687087, -0.573533], [-4.132943, -1.538579, -2.962553], [-1.762485, -1.687588, -3.632907], [3.403448, -4.241206, 0.088349], [5.070230, -3.554818, 1.784491], [4.952409, -1.208512, 2.703949], [3.145189, 0.266983, 1.885255], [-4.243733, 2.244954, -3.768954], [-4.190388, 3.287563, -2.793300], [-3.308600, 3.164500, -1.803337], [-3.308130, 4.207904, -0.848380], [-2.455296, 4.130340, 0.205168], [-1.532622, 3.054596, 0.359316], [-0.673589, 2.985551, 1.499291], [-0.967333, 3.695611, 2.788905], [0.369535, 2.268194, 1.504605], [-1.522481, 2.043513, -0.641050], [-0.702332, 1.012503, -0.651609], [-2.442127, 2.096432, -1.686874], [-4.962113, 2.567229, -4.513404], [-4.584772, 1.314689, -3.309317], [-3.266640, 2.096582, -4.236937], [-3.990315, 5.037009, -0.977069], [-2.455489, 4.940052, 0.920220], [-1.690702, 4.499252, 2.712388], [-0.040109, 4.069791, 3.221641], [-1.381006, 2.942350, 3.468627], [-2.424616, 1.292984, -2.413740], [0.884545, 1.286418, -5.943847], [0.131424, 1.576277, -4.769973], [-1.230626, 1.985531, -4.826323], [0.234225, 0.207065, -3.771901], [1.013957, 0.455043, -2.812180], [1.362404, -0.535651, -1.925567], [1.564111, 1.803970, -2.643311], [2.340473, 2.338156, -1.635369], [2.612700, 3.701347, -1.687551], [2.120582, 4.488722, -2.723996], [1.342738, 3.944393, -3.743557], [1.079526, 2.595899, -3.673393], [2.716451, 1.718298, -0.832494], [3.207419, 4.159553, -0.908414], [2.346071, 5.547036, -2.741498], [0.962164, 4.557847, -4.550473], [0.174720, 2.773604, 6.400426], [-0.114170, 1.369753, 5.871362], [0.912957, 1.004313, 4.804919], [0.915176, -0.676063, 4.133647], [0.173486, -0.557188, 2.785386], [-0.254130, -1.557620, 5.154573], [-0.529243, -2.955668, 4.565524], [0.078997, -4.067051, 5.418246], [-0.596765, 3.081405, 7.105291], [0.202880, 3.508198, 5.591921], [1.134314, 2.806983, 6.919587], [-1.122397, 1.332354, 5.453505], [-0.075206, 0.660852, 6.699169], [1.929393, 1.158240, 5.178505], [0.787595, 1.609291, 3.902629], [-1.144151, -0.935740, 5.222300], [0.215336, -1.631618, 6.139011], [-0.145375, -3.019068, 3.545037], [-1.607493, -3.087090, 4.485747], [1.156969, -3.929864, 5.540301], [-0.083858, -5.042350, 4.959265], [-0.371660, -4.090984, 6.412037]],
  "forces_ev_per_a": [[0.00, -0.41, 0.18], [0.09, -0.30, 0.07], [0.35, 0.11, 0.30], [-0.15, 0.10, -0.13], [0.06, -0.04, 0.03], [0.02, -0.02, -0.07], [0.02, 0.02, 0.00], [0.00, 0.01, 0.05], [0.01, 0.00, -0.12], [-0.23, -0.04, -0.14], [-0.02, -0.20, 0.02], [-0.16, 0.03, 0.01], [-0.04, 0.02, 0.00], [-0.03, 0.02, 0.01], [0.05, 0.16, 0.12], [-0.05, -0.26, -0.23], [0.17, -0.15, -0.03], [0.00, 0.02, 0.00], [-0.06, 0.00, -0.05], [0.18, 0.09, 0.11], [0.07, 0.61, 0.57], [-0.01, -0.02, -0.04], [-0.04, -0.06, 0.00], [-0.02, -0.02, 0.01], [0.00, 0.01, 0.02], [0.01, 0.03, 0.00], [0.03, 0.02, -0.03], [0.02, 0.05, 0.02], [0.00, 0.00, -0.04], [0.02, 0.00, -0.02], [0.01, -0.04, 0.04], [0.03, 0.02, -0.02], [-0.01, 0.02, 0.02], [-0.04, 0.02, 0.01], [-0.01, -0.01, -0.04], [-0.03, -0.02, 0.03], [0.12, -0.03, -0.16], [0.02, 0.00, 0.03], [-0.24, 0.14, -0.12], [0.01, -0.05, -0.06], [0.04, -0.12, 0.03], [-0.09, 0.06, 0.18], [0.30, -0.04, -0.22], [0.02, 0.09, -0.08], [-0.11, 0.19, 0.46], [-0.25, 0.28, -0.11], [0.10, -0.10, -0.14], [0.14, -0.13, -0.13], [-0.06, 0.04, 0.01], [-0.03, 0.00, 0.03], [-0.29, 0.07, 0.09], [0.03, -0.03, -0.01], [0.00, -0.04, 0.05], [0.00, 0.00, -0.01], [-0.01, -0.01, -0.03], [0.01, 0.04, -0.03], [0.03, 0.11, 0.12], [-0.18, 0.03, 0.00], [0.35, -0.07, 0.10], [0.02, 0.01, -0.10], [-0.10, -0.27, -0.18], [0.01, 0.04, 0.15], [-0.08, -0.06, -0.56], [-0.13, -0.08, 0.04], [0.11, 0.09, 0.01], [-0.02, -0.03, -0.01], [0.02, 0.04, 0.01], [0.01, 0.01, -0.06], [0.00, 0.15, 0.02], [-0.01, 0.01, 0.03], [0.01, -0.02, -0.03], [0.00, -0.02, 0.01], [0.01, -0.03, 0.04], [-0.04, 0.02, 0.00], [0.06, 0.13, -0.05], [0.06, 0.00, 0.20], [0.16, -0.04, -0.39], [-0.07, -0.06, 0.07], [-0.08, -0.11, -0.05], [0.13, -0.02, 0.18], [-0.01, -0.01, -0.03], [0.03, 0.00, -0.01], [-0.01, -0.05, 0.06], [-0.03, 0.00, -0.03], [0.00, -0.04, 0.00], [-0.02, 0.01, 0.00], [-0.06, 0.01, 0.01], [0.07, 0.03, 0.02], [-0.05, -0.06, 0.02], [-0.07, 0.05, 0.02], [-0.01, 0.05, -0.03], [-0.02, -0.01, 0.02], [-0.05, 0.00, -0.02], [0.01, 0.03, 0.02], [0.03, 0.02, -0.03]],
  "mulliken_charge": [1.76, 0.44, 0.91, 0.68, -0.58, -0.88, -0.53, -0.84, -0.52, 0.94, -0.54, -0.93, -0.66, -0.81, -0.30, 0.38, -1.09, -0.64, -0.85, -0.61, 0.20, 0.43, 0.32, 0.46, 0.43, 0.44, 0.43, 0.50, 0.51, 0.46, 0.55, 0.43, 0.50, 0.48, 0.52, 0.53, -0.33, -0.45, 0.91, -1.29, -1.01, -0.09, 0.66, -0.94, -0.92, -0.01, 0.52, 0.29, 0.30, 0.25, 0.10, 0.52, 0.37, 0.47, 0.28, 0.09, 0.12, -0.68, 1.20, -0.67, -0.20, -0.06, -0.21, 0.15, -0.12, -0.96, -0.60, -0.79, 0.28, 0.65, 0.47, 0.46, 0.53, -1.43, -0.38, -0.12, 0.58, -0.65, -0.79, 0.13, -1.47, 0.39, 0.28, 0.40, 0.36, 0.38, 0.57, -0.29, 0.31, 0.60, -0.16, 0.36, 0.32, 0.42, 0.38],
  "e_tot_ha": -3430.127429,
  "gap_ev": [7.215, 7.337],
  "e_lumo_ev": [-5.2, -5.3],
  "multiplicity": 5,
  "s2": 6.013,
  "homo_ev": [-12.387, -12.679],
  "total_charge": 2
}

{
  "formula": "C39H42N8O4S2Ti",
  "method": "ωB97M-V with the def2-TZVPD basis set",
  "species": ["Ti", "C", "O", "C", "N", "C", "C", "C", "C", "C", "C", "C", "C", "C", "C", "C", "C", "N", "C", "N", "C", "C", "O", "C", "C", "C", "C", "C", "C", "H", "H", "H", "H", "H", "H", "H", "H", "H", "H", "H", "H", "H", "H", "H", "H", "H", "H", "H", "O", "C", "C", "C", "C", "C", "C", "C", "C", "N", "H", "H", "H", "H", "H", "H", "H", "H", "H", "H", "H", "N", "C", "N", "C", "C", "S", "C", "C", "S", "C", "N", "N", "H", "H", "H", "H", "H", "H", "C", "C", "O", "H", "H", "H", "H", "H", "H"],
  "xyz": [[0.175189, 0.110959, -0.095814], [0.831647, 3.886559, -2.435037], [0.307145, 4.060451, -1.089001], [0.222669, 2.857811, -0.572034], [0.697026, 1.861847, -1.240425], [1.476987, 2.507063, -2.377956], [1.560962, 1.789834, -3.702741], [1.155332, 2.397956, -4.889160], [1.331446, 1.751428, -6.108510], [1.912630, 0.495828, -6.154953], [2.344770, -0.105896, -4.977764], [2.185009, 0.546099, -3.768462], [-0.301417, 2.824172, 0.825893], [-0.693525, 4.029212, 1.385089], [-0.946463, 4.083486, 2.746568], [-0.749586, 2.932006, 3.483641], [-0.401964, 1.748732, 2.837000], [-0.215917, 1.662222, 1.508142], [-0.243854, 0.541442, 3.695906], [-0.263442, -0.669311, 3.308839], [-0.099449, -1.548110, 4.493118], [0.132827, -0.523957, 5.625817], [-0.074385, 0.779895, 4.982020], [1.009664, -2.546923, 4.289039], [2.250170, -2.129917, 3.811152], [3.266732, -3.050805, 3.617316], [3.050302, -4.394352, 3.903563], [1.820024, -4.811507, 4.387503], [0.798502, -3.888680, 4.577221], [1.527118, 4.695710, -2.632504], [-0.018521, 3.943409, -3.113282], [2.496525, 2.604179, -1.987796], [0.714767, 3.386110, -4.899649], [1.023442, 2.242787, -7.021634], [2.057652, 0.000204, -7.105498], [2.832406, -1.071627, -5.010521], [2.585683, 0.106207, -2.868760], [-0.766245, 4.906795, 0.760384], [-1.252797, 5.004951, 3.222897], [-0.862407, 2.926239, 4.557459], [-1.041505, -2.079273, 4.639114], [1.150740, -0.534931, 6.008146], [-0.575655, -0.602545, 6.444179], [2.428196, -1.080374, 3.593687], [4.233916, -2.723977, 3.258297], [3.846602, -5.112505, 3.762231], [1.654192, -5.853909, 4.623080], [-0.160915, -4.217170, 4.960299], [0.163802, -1.364428, 1.136168], [-0.112321, -2.787157, 1.121806], [-1.570107, -3.072056, 0.779383], [-2.536746, -1.952887, 1.200339], [-2.910320, -0.933616, 0.145070], [-4.227545, -0.937996, -0.296938], [-4.700559, 0.040543, -1.152971], [-3.826604, 1.032579, -1.558683], [-2.521151, 0.959914, -1.129154], [-2.033732, 0.003729, -0.310689], [-0.069092, -1.032161, 2.191392], [0.147520, -3.150291, 2.117591], [0.574870, -3.250008, 0.415712], [-1.850187, -3.991494, 1.294197], [-1.684990, -3.263968, -0.285609], [-2.165804, -1.426109, 2.081705], [-3.473345, -2.412769, 1.508573], [-4.891476, -1.712833, 0.060118], [-5.732014, 0.035082, -1.479918], [-4.137425, 1.840513, -2.205193], [-1.823703, 1.703629, -1.480919], [-1.038536, -2.340015, -2.544370], [0.270794, -2.302976, -2.251769], [0.828279, -1.421981, -1.428805], [2.197195, -1.695734, -1.284711], [2.643032, -2.757429, -1.980056], [1.359190, -3.480041, -2.872127], [3.009890, -0.786526, -0.476257], [4.355799, -0.719405, -0.472178], [4.887766, 0.552582, 0.555060], [3.249377, 0.943474, 0.901544], [2.360719, 0.166824, 0.313355], [2.947479, 1.993837, 1.699698], [-1.345125, -2.956257, -3.280946], [-1.521886, -1.453721, -2.488878], [3.640905, -3.161562, -2.023682], [5.063236, -1.316392, -1.023233], [3.688187, 2.477868, 2.180243], [2.031950, 2.058696, 2.104006], [-2.361228, 0.954252, -5.672577], [-1.742111, -0.188343, -4.898822], [-1.204045, 0.240193, -3.628388], [-2.700000, 0.607973, -6.649331], [-1.634586, 1.750884, -5.839506], [-3.220521, 1.366716, -5.143401], [-0.953170, -0.675859, -5.478205], [-2.503660, -0.934771, -4.665198], [-0.512227, 0.879201, -3.841159]],
  "forces_ev_per_a": [[0.70, -1.36, 0.25], [0.03, 0.04, -0.05], [0.10, 0.03, 0.03], [-0.03, 0.13, 0.20], [-0.33, 0.47, 0.06], [0.04, -0.04, -0.07], [0.00, 0.02, 0.02], [-0.09, -0.04, -0.02], [-0.01, 0.00, 0.01], [0.00, -0.01, 0.00], [-0.02, 0.00, 0.00], [0.02, 0.03, -0.01], [0.00, 0.17, -0.15], [-0.07, 0.02, 0.09], [0.02, -0.05, -0.09], [0.01, -0.05, 0.02], [-0.27, -0.14, 0.12], [0.19, 0.55, -0.01], [0.04, 0.43, 0.08], [-0.08, 0.42, 1.91], [0.00, -0.05, 0.10], [0.03, -0.03, 0.05], [-0.13, -0.15, -0.23], [0.09, 0.04, 0.09], [-0.01, 0.01, 0.02], [-0.01, -0.01, -0.01], [0.01, 0.01, 0.00], [-0.03, 0.00, 0.00], [0.02, -0.02, 0.04], [0.00, 0.00, 0.00], [-0.02, -0.02, 0.04], [-0.03, -0.06, 0.07], [0.00, -0.01, 0.00], [0.00, 0.00, 0.00], [-0.01, -0.01, 0.00], [0.02, 0.01, 0.00], [0.03, -0.04, 0.06], [0.01, 0.02, 0.02], [0.01, 0.00, 0.00], [-0.03, 0.00, 0.02], [-0.01, -0.01, 0.01], [0.00, 0.01, -0.01], [-0.01, 0.01, -0.01], [0.01, 0.00, 0.00], [0.00, 0.00, 0.00], [0.00, 0.00, 0.00], [0.00, 0.00, 0.01], [-0.01, 0.00, 0.00], [-0.06, -0.55, -1.61], [0.08, 0.22, -0.13], [0.04, 0.04, -0.06], [0.03, 0.00, -0.04], [0.03, 0.02, 0.06], [-0.01, 0.00, 0.00], [-0.02, -0.01, -0.01], [-0.01, 0.01, 0.01], [-0.05, -0.03, 0.01], [-0.28, -0.10, -0.13], [-0.06, 0.17, 0.09], [-0.06, -0.02, -0.10], [0.02, -0.04, 0.00], [-0.03, -0.02, -0.03], [0.00, -0.01, -0.04], [-0.03, -0.02, -0.03], [0.00, 0.00, 0.01], [-0.01, 0.02, 0.01], [0.00, 0.00, 0.00], [0.01, -0.01, -0.01], [0.05, -0.03, -0.04], [-0.03, -0.01, 0.12], [-0.07, 0.00, 0.01], [0.24, 0.15, -0.33], [-0.03, -0.02, 0.02], [-0.01, -0.06, 0.04], [0.02, -0.02, -0.01], [-0.01, -0.07, -0.03], [0.01, 0.02, 0.03], [0.03, -0.03, 0.02], [-0.04, -0.06, 0.06], [0.14, -0.06, -0.34], [-0.03, 0.11, -0.05], [0.00, -0.02, 0.01], [0.02, 0.07, -0.13], [-0.01, -0.01, 0.02], [0.00, 0.00, 0.00], [0.00, -0.01, 0.02], [0.00, -0.05, 0.02], [-0.02, -0.02, -0.01], [-0.10, 0.00, 0.04], [-0.11, 0.17, -0.20], [-0.01, 0.00, 0.01], [0.01, 0.00, -0.01], [0.02, 0.02, 0.01], [0.00, 0.01, 0.01], [0.02, -0.02, 0.00], [0.11, -0.04, 0.04]],
  "mulliken_charge": [0.87, -1.03, -0.34, 0.07, 1.13, -0.02, -1.37, 0.18, -0.84, -0.69, -0.80, 0.93, 0.12, -0.98, -1.05, -0.96, -0.11, 0.85, 0.68, 0.27, 0.02, -0.71, -0.44, -0.67, 0.35, -0.82, -0.56, -0.83, -0.10, 0.32, 0.48, 0.68, 0.40, 0.47, 0.45, 0.49, 0.35, 0.70, 0.52, 0.65, 0.75, 0.40, 0.34, 0.34, 0.46, 0.46, 0.45, 0.47, 0.25, -0.09, -0.83, -1.17, 0.52, -0.94, -0.82, -1.12, -0.01, 1.10, -0.09, -0.11, 0.40, 0.71, 0.31, -0.08, 0.93, 0.59, 0.47, 0.60, 0.03, 0.00, -0.57, 1.44, -0.99, -0.26, -0.18, -0.94, -0.22, -0.18, -0.07, 1.23, -0.29, 0.37, -0.55, 0.55, 0.53, 0.26, -0.03, -1.22, -0.24, 0.07, 0.43, 0.23, 0.29, 0.34, 0.39, -0.35],
  "e_tot_ha": -3895.532747,
  "gap_ev": [6.556, 6.492],
  "e_lumo_ev": [-9.0, -9.0],
  "multiplicity": 2,
  "s2": 0.753,
  "homo_ev": [-15.542, -15.542],
  "total_charge": 3
}